# C46H102N13O29P3

13 unconnected molecules or ions with the total composition C46H102N13O29P3 (ωB97M-V with the def2-TZVPD basis set, the Open Molecules 2025 dataset).

```
193
Properties=species:S:1:pos:R:3:forces:R:3:lowdin_charge:R:1
C -1.63981 1.88823 5.60345 0.18 -0.89 0.49 0.026
N -1.01066 3.24230 5.74527 0.40 0.28 0.55 -0.415
O -0.59279 3.82075 4.75727 -0.23 -0.53 0.00 0.044
O -0.93307 3.70688 6.87405 -0.28 -0.55 -0.62 0.064
H -1.42094 1.40361 4.65195 -0.39 0.80 -0.21 0.071
H -2.68443 1.93874 5.91058 0.01 0.34 -0.49 0.106
H -1.18313 1.19774 6.31250 0.27 0.52 0.29 0.092
C -2.52524 0.25875 -4.22841 -0.26 -0.47 0.25 0.027
N -2.86792 1.35700 -5.17696 0.07 1.84 2.37 -0.414
O -4.00049 1.81034 -5.02613 0.83 -0.48 -1.22 0.064
O -1.95027 1.90144 -5.77293 -0.65 -0.60 -0.54 0.040
H -3.26154 0.30338 -3.42594 -0.30 -0.32 -0.44 0.095
H -1.58573 0.41548 -3.69846 0.29 0.21 -0.75 0.086
H -2.53750 -0.65503 -4.82251 0.08 -0.03 0.38 0.077
C 5.64625 -2.35459 3.44179 1.62 -0.07 0.25 0.040
N 4.44775 -2.28467 4.25652 -1.11 -1.35 0.93 -0.435
O 4.45161 -2.89381 5.33159 0.01 0.80 -0.97 0.052
O 3.50523 -1.66133 3.82363 -0.18 0.34 0.09 0.061
H 5.97298 -1.31858 3.35212 0.17 -0.16 -0.27 0.102
H 5.54102 -2.81704 2.46037 -0.70 0.25 0.13 0.106
H 6.34203 -2.94660 4.03636 0.13 0.24 -0.20 0.102
C 1.50629 6.32716 0.83146 -0.45 -0.43 -1.33 0.023
N 1.20881 7.76786 0.99302 -1.50 -0.36 1.85 -0.406
O -0.02881 8.00027 1.11809 3.20 0.48 -0.56 0.032
O 2.16725 8.51937 1.08146 -1.57 -0.07 -0.33 0.077
H 1.46815 6.25259 -0.25532 0.20 -0.41 -0.28 0.085
H 0.66818 5.73876 1.20491 0.25 0.24 0.26 0.079
H 2.48664 6.00106 1.17886 -0.20 0.53 0.26 0.085
C 3.44517 -0.05446 -3.94129 0.36 0.30 -2.24 -0.026
C 2.71459 -0.71405 -2.82299 0.77 2.57 0.07 -0.333
C 2.89050 -2.16051 -2.72049 -0.92 -1.94 0.59 -0.031
O 3.36291 -2.34777 -1.34352 -0.85 -3.96 -3.00 0.122
C 3.78455 -1.27074 -0.84821 -0.27 2.79 1.32 -0.601
O 4.26396 -1.22734 0.25541 0.39 1.09 -0.52 0.127
O 3.43778 -0.22588 -1.68881 0.77 0.13 2.50 0.053
H 3.59329 1.02520 -3.91918 -0.69 0.09 0.66 0.078
H 2.96816 -0.24774 -4.90213 -0.19 -0.10 -0.13 0.096
H 4.47548 -0.38531 -4.07213 0.01 -0.61 0.38 0.097
H 1.67531 -0.39465 -2.74572 -0.02 0.02 0.04 0.137
H 3.54366 -2.54327 -3.50468 0.45 -0.28 0.56 0.143
H 1.93699 -2.68720 -2.75961 0.13 -0.11 -0.11 0.142
C -2.63705 -1.81640 3.80534 0.04 -0.73 0.57 0.004
C -2.58954 -1.01160 2.54159 1.77 -2.48 -0.46 -0.374
C -3.07895 -1.74257 1.26829 -0.05 -0.09 0.76 -0.030
O -4.39913 -1.17270 1.08275 0.60 0.40 -0.13 0.080
C -4.50540 -0.07869 1.85883 -3.50 1.61 -0.23 -0.492
O -5.49856 0.68326 1.86844 3.69 -2.34 0.02 0.105
O -3.43920 0.01562 2.66583 -2.46 3.67 0.20 0.076
H -3.64889 -2.10032 4.09459 -0.25 -0.05 -0.43 0.103
H -2.28247 -1.26053 4.67332 0.42 0.05 -0.16 0.084
H -2.07214 -2.73889 3.67130 0.20 0.05 0.22 0.069
H -1.58830 -0.61839 2.36553 0.19 -0.05 0.07 0.146
H -3.20646 -2.81397 1.42310 0.11 0.08 -0.15 0.128
H -2.38020 -1.53449 0.45802 -0.53 -0.02 -0.42 0.122
C 4.84332 2.99525 -0.36583 -0.64 -0.10 0.23 -0.010
C 4.70696 4.43593 -0.78724 1.37 -0.46 0.59 -0.338
C 5.71944 5.35412 -0.16844 -0.37 -0.46 1.06 -0.083
O 6.33953 6.00252 -1.27078 1.63 1.73 2.22 0.124
C 5.92751 5.52150 -2.39564 -0.86 1.25 -5.60 -0.541
O 6.13545 5.94795 -3.56642 -0.14 -1.71 4.83 0.095
O 5.09780 4.51646 -2.13780 -1.91 -1.10 -1.64 0.091
H 5.77366 2.52376 -0.68245 -0.08 0.20 -0.39 0.105
H 3.97091 2.49431 -0.78543 0.27 -0.54 0.08 0.059
H 4.83937 2.89123 0.71919 -0.35 0.10 0.15 0.088
H 3.75808 4.86105 -0.46012 -0.69 -0.35 -1.32 0.132
H 6.35802 4.72239 0.44899 0.88 0.62 -0.21 0.134
H 5.13114 6.00399 0.47938 0.85 0.80 -0.11 0.133
C 1.03740 2.39346 1.71877 0.60 -0.04 -0.40 0.017
C 1.49853 1.25539 0.78728 0.87 0.07 3.08 -0.281
C 1.49027 -0.09311 1.56289 1.56 -0.09 0.26 -0.088
O 0.71819 -0.92055 0.72103 -1.60 0.05 -1.17 0.028
C 0.24657 -0.18488 -0.33574 -1.59 -3.36 -1.70 -0.522
O -0.37844 -0.68849 -1.28829 1.60 1.43 2.61 0.084
O 0.57324 1.05960 -0.20268 -1.36 0.92 -2.08 0.106
H 0.78666 3.29503 1.15984 0.45 0.14 -0.06 0.070
H 1.82963 2.53746 2.45343 0.07 0.43 -0.12 0.079
H 0.14781 2.19973 2.31808 -0.08 -0.68 -0.24 0.074
H 2.46880 1.36569 0.30304 0.05 0.57 0.23 0.129
H 1.19847 -0.00208 2.60914 -1.07 -0.04 -0.21 0.109
H 2.42440 -0.64869 1.64540 0.48 0.69 -0.24 0.103
C 4.72750 0.53416 7.27149 -0.16 1.46 0.58 0.001
C 3.97632 1.64663 6.42685 0.72 -2.33 2.02 -0.290
C 4.32854 1.52267 4.98218 1.60 1.16 -0.37 -0.137
O 3.13734 1.38109 4.27886 -2.03 -0.16 0.09 0.048
C 2.10935 1.19755 5.15754 -1.88 -1.57 0.25 -0.412
O 0.96156 0.83085 4.83773 4.03 1.65 1.24 0.088
O 2.59018 1.35415 6.46050 -1.90 -0.12 -1.99 0.079
H 4.43560 0.46128 8.31916 -0.99 0.15 -0.11 0.080
H 5.74557 0.86005 7.48463 0.46 -0.19 -0.92 0.082
H 4.65056 -0.46890 6.85191 0.13 0.22 -0.30 0.074
H 4.14733 2.65350 6.80775 -0.08 -0.14 0.16 0.155
H 5.00019 0.69712 4.74672 -0.07 -0.01 0.04 0.125
H 4.79333 2.47903 4.74247 0.21 -0.20 -0.75 0.139
C -2.30527 4.31314 2.01428 -0.56 -0.21 0.56 -0.007
C -3.41366 3.29104 1.65730 1.24 1.66 1.26 -0.322
C -4.67236 3.98433 1.20459 0.42 2.18 1.63 -0.134
O -4.74238 3.78580 -0.15350 -0.04 -1.58 -1.53 0.098
C -3.78783 2.90415 -0.51315 0.13 -1.56 -3.21 -0.479
O -3.70767 2.44237 -1.65652 0.16 1.11 3.36 0.104
O -2.94190 2.61491 0.52427 -1.11 -0.94 -1.64 0.078
H -1.96247 4.88968 1.15509 -0.10 -0.32 -0.38 0.089
H -1.45837 3.82458 2.49613 -0.07 0.14 -0.03 0.041
H -2.71462 5.07449 2.67826 0.07 -0.15 0.39 0.090
H -3.67023 2.64496 2.49685 0.49 -0.43 -0.23 0.137
H -4.48827 5.05583 1.28268 -0.39 0.20 0.52 0.131
H -5.53194 3.72874 1.82416 -0.31 -0.37 -0.70 0.143
O 0.08611 -7.25168 1.15657 0.76 1.70 0.93 -0.308
P 0.64444 -6.27444 2.15005 2.19 -0.15 -0.78 0.666
N 0.09590 -6.53161 3.74301 1.93 0.67 -1.79 -0.323
C 0.32992 -7.81811 4.40529 -0.32 -0.22 -0.29 -0.109
C -1.02315 -5.78213 4.21657 0.20 0.31 1.70 -0.133
N 0.48660 -4.60024 1.71865 -1.86 -2.54 -1.52 -0.287
C 1.00585 -3.56407 2.49891 0.87 1.15 1.18 -0.165
C -0.04934 -4.19987 0.36565 -0.05 -0.06 1.11 -0.053
N 2.43635 -6.36901 2.26449 -2.36 -1.06 1.16 -0.300
C 3.19550 -6.17310 3.52097 0.01 0.13 -1.16 -0.119
C 3.19605 -6.22543 1.01643 -0.88 0.90 0.76 -0.118
H 1.32617 -8.23588 4.26018 -0.05 0.24 -0.58 0.074
H -0.41834 -8.52896 4.05472 0.06 -0.31 -0.06 0.085
H 0.23722 -7.79455 5.49108 -0.22 0.69 0.10 0.083
H -0.69662 -5.37723 5.17444 -0.37 -0.06 0.63 0.081
H -1.84671 -6.47150 4.40261 -0.52 0.41 -0.25 0.089
H -1.26857 -4.85396 3.70046 -0.11 -0.64 -0.80 0.055
H 1.99037 -3.19959 2.20568 0.39 -0.04 -0.39 0.071
H 0.36805 -2.68112 2.45769 -0.26 0.04 0.13 0.068
H 1.13152 -3.83307 3.54770 -0.19 -0.20 0.12 0.085
H 0.68207 -4.30759 -0.43530 0.04 -0.47 -0.03 0.075
H -0.99588 -4.69654 0.15239 0.29 -0.36 -0.23 0.064
H -0.26756 -3.13194 0.36818 0.01 0.06 0.38 0.048
H 4.14225 -6.68834 3.35877 0.16 -0.06 0.31 0.073
H 3.42476 -5.12735 3.72578 0.10 0.39 -0.12 0.048
H 2.74857 -6.53298 4.44771 -0.37 -0.30 -0.42 0.063
H 3.25336 -5.15700 0.80841 0.59 0.37 -0.21 0.060
H 2.66687 -6.61711 0.14772 0.01 -0.56 0.28 0.077
H 4.19453 -6.64464 1.14049 -0.07 -0.11 -0.19 0.075
O -2.97668 -5.56250 -1.48694 -1.49 1.59 -1.72 -0.324
P -4.04631 -5.03739 -2.43283 -0.77 -1.34 0.26 0.666
N -4.54699 -6.24119 -3.64237 0.10 2.68 0.73 -0.328
C -5.41297 -7.38364 -3.37132 1.22 0.33 0.28 -0.120
C -3.61672 -6.43415 -4.76596 -0.41 -0.11 1.27 -0.111
N -3.64789 -3.60465 -3.30650 0.22 -0.25 0.07 -0.296
C -4.69971 -2.81419 -3.99132 -0.36 -0.69 1.15 -0.095
C -2.24592 -3.18181 -3.53508 -0.63 -1.82 0.13 -0.109
N -5.51564 -4.67906 -1.60996 0.53 -1.28 -1.41 -0.306
C -5.51542 -4.43317 -0.17738 -0.38 -0.10 -0.20 -0.115
C -6.83900 -4.54859 -2.28154 1.15 0.18 0.32 -0.116
H -4.72841 -8.21828 -3.22008 -0.37 -0.56 0.28 0.081
H -6.02843 -7.60176 -4.24409 -0.21 0.10 0.02 0.079
H -6.01464 -7.21718 -2.47780 0.02 -0.06 -0.13 0.073
H -4.10044 -7.07926 -5.49941 -0.04 0.43 -0.34 0.078
H -2.74281 -6.98243 -4.41416 0.38 0.01 -0.11 0.079
H -3.33038 -5.44341 -5.11886 0.06 -0.26 -0.46 0.064
H -4.32452 -2.05011 -4.67216 0.31 -0.29 0.12 0.068
H -5.41122 -3.45291 -4.51466 0.21 -0.15 -0.32 0.068
H -5.30033 -2.33094 -3.22071 -0.01 0.41 -0.06 0.070
H -1.68398 -3.99171 -3.06992 0.51 0.25 0.05 0.066
H -2.04849 -3.23885 -4.60554 0.19 0.28 -0.17 0.075
H -1.91019 -2.23123 -3.12061 -0.48 0.08 0.18 0.056
H -4.50398 -4.53075 0.21704 -0.10 0.31 -0.05 0.061
H -6.00637 -3.48055 0.02162 0.50 0.48 0.12 0.077
H -6.14534 -5.13426 0.37013 -0.01 -0.53 -0.13 0.078
H -7.63252 -5.14478 -1.83103 0.13 0.04 0.59 0.079
H -6.82351 -4.90643 -3.31101 0.41 0.32 -0.03 0.065
H -7.05825 -3.48249 -2.22267 -0.68 -0.04 -0.29 0.074
O 1.25537 6.48283 -2.99736 -0.63 -1.05 -0.52 -0.310
P 0.44918 5.50869 -3.79595 -2.17 -0.11 -1.97 0.640
N -1.21870 5.46465 -3.38854 0.39 0.03 0.81 -0.281
C -1.77092 6.53824 -2.55609 1.13 0.50 -0.02 -0.108
C -2.19958 4.41091 -3.64457 0.32 -0.05 0.08 -0.123
N 0.89142 3.84920 -3.83673 0.25 0.58 0.34 -0.268
C 1.94049 3.48779 -4.82461 -0.14 -0.38 0.56 -0.097
C 0.86143 2.96890 -2.61804 -1.09 0.36 -0.99 -0.086
N 0.32837 5.95168 -5.49049 0.28 -1.68 2.16 -0.335
C -0.72311 5.45229 -6.36648 0.86 -0.29 0.35 -0.103
C 1.11194 7.03987 -5.97453 0.68 0.33 0.74 -0.140
H -2.53576 6.22890 -1.84375 0.06 -0.58 -0.05 0.071
H -2.21719 7.36145 -3.11402 -0.01 0.02 -0.34 0.080
H -0.93516 6.94397 -1.98601 -0.15 0.30 0.10 0.056
H -1.68945 3.46971 -3.84950 -0.12 -0.09 0.42 0.052
H -2.88117 4.54231 -4.48496 0.14 0.56 -0.36 0.080
H -2.85141 4.40486 -2.77096 0.17 -0.70 -0.02 0.057
H 2.91293 3.85245 -4.49371 0.21 0.05 -0.20 0.081
H 1.99799 2.40231 -4.90541 -0.08 -0.14 0.32 0.057
H 1.73872 3.79460 -5.85090 -0.24 0.53 0.32 0.075
H 1.68482 2.95206 -1.90401 0.63 0.38 -0.43 0.065
H -0.02006 3.15098 -2.00328 -0.17 0.47 -0.19 0.073
H 0.68213 1.95705 -2.98150 0.30 -0.18 -0.03 0.068
H -0.22270 5.08427 -7.26216 -0.18 0.17 -0.44 0.078
H -1.21405 4.56759 -5.96105 -0.15 0.32 0.15 0.049
H -1.42156 6.25247 -6.61138 -0.29 -0.13 -0.08 0.087
H 2.08673 6.95004 -5.49513 0.13 0.49 -0.02 0.074
H 0.63397 7.96456 -5.65111 0.28 0.51 -0.39 0.081
H 1.30115 7.03319 -7.04796 -0.35 -0.18 -0.10 0.082
```
Forces are in eV/Å.

Calculated values
**Strongest force on any atom**: 5.81 eV/Å
**ΔE to the lowest compared entry with this formula, charge and spin**: 0.0 kJ/mol
**HOMO level**: -7.882 eV
**HOMO-LUMO gap**: 0.26978 hartree
**E_tot**: -155961.56006 eV